Record 1
A structure of composition C33H53MgN2O2P2 at a distorted geometry, computed with the ωB97M-V functional and the def2-TZVPD basis.

Geometry (Å):
H  -2.6766  -2.2733  -3.1439
H  -2.1397  -0.4748  3.4076
C  0.4078  4.0844  1.0718
H  1.2325  -1.6540  5.2244
H  -3.2523  0.7731  2.7743
H  -4.5631  -3.1937  -1.9266
H  1.9242  1.1630  -1.8695
H  4.6973  -0.6307  -0.3300
H  2.1547  2.9032  -1.7598
C  2.5849  -3.6447  -4.2846
H  -0.3170  -1.0191  -4.4405
C  1.4438  -1.3550  4.1941
H  3.2340  -0.1763  2.2778
H  -5.6691  -1.0831  2.5763
H  -5.5372  -1.5091  0.8678
C  2.1340  -3.0287  -3.1154
H  2.2777  4.6893  2.8984
C  1.8811  3.6208  1.0792
C  0.9188  -2.4121  -5.5727
H  2.5890  5.5878  0.6555
O  0.8569  -1.7309  1.8761
H  -3.8310  -0.4299  3.9492
C  0.6196  -2.1919  3.2438
H  3.5745  0.1277  -1.4691
H  -0.2474  3.3776  1.5965
N  0.4926  -1.1635  -0.8418
C  -2.0638  -3.4884  -0.7680
C  0.6253  -1.5566  -1.9387
H  0.7732  -2.4843  1.2633
H  -2.4532  -2.9460  2.6823
C  -2.5640  -1.5501  -2.3244
H  -4.7575  -3.1126  -0.1707
H  -5.2224  0.1668  1.4007
C  -3.6330  -1.2334  1.9676
C  0.4700  -1.7842  -4.4075
H  -3.2333  -0.7059  -2.5234
C  2.4134  3.6626  2.5248
H  -2.3116  -3.9789  0.1826
H  -3.9502  0.6908  -0.3045
H  1.2253  -0.2864  4.1081
H  -3.6962  2.6385  -1.6148
H  0.4520  -2.1588  -6.5350
C  -0.4237  3.1105  -2.4467
H  0.3610  5.0525  1.5948
P  1.9543  1.8301  0.4822
H  3.7334  4.3393  0.1255
H  0.0328  4.2286  0.0504
C  -5.0946  -0.8923  1.6563
H  -2.2615  -4.2037  -1.5767
C  3.6859  1.0653  0.5219
C  -2.0528  1.4958  -0.8651
O  -0.4471  1.7985  3.6179
H  2.2495  4.6612  -0.8194
C  1.6045  2.0622  -1.3229
H  -1.5402  -1.1767  -2.3492
H  -0.9915  -3.2659  -0.7669
H  -4.0755  -2.7944  3.3905
C  2.6704  4.5925  0.1920
C  -2.6141  2.5254  -1.6663
C  -1.8113  3.3035  -2.4780
H  4.9047  2.8677  0.8165
H  0.8943  -3.2508  3.3163
C  -3.4997  -2.6863  2.4595
C  0.0966  2.2255  -1.5051
H  -3.8971  -3.4163  1.7410
C  4.7474  2.0722  0.0755
H  4.5144  2.5117  -0.9051
H  3.4211  -4.3497  -4.2359
C  -3.1696  -0.2783  3.0805
C  3.7107  -0.1528  -0.4179
H  3.4858  3.4267  2.5801
C  -2.9076  -2.2256  -0.9905
P  -2.4345  -1.0340  0.4602
N  -0.6846  1.4705  -0.7200
H  2.5151  -1.5129  4.0250
C  -4.3995  -2.5557  -1.0437
H  4.9629  0.1133  1.9650
H  0.2655  3.6347  -3.0977
H  -5.0031  -1.6496  -1.1852
H  3.9717  1.3957  2.6846
C  1.9604  -3.3493  -5.5051
H  2.2910  -3.8544  -6.4147
Mg  0.0612  -0.0004  0.7379
C  -2.8700  0.4887  -0.2853
H  2.9481  -0.8984  -0.1570
C  3.9663  0.5781  1.9537
C  -0.2188  1.3335  2.5850
H  1.8545  2.9893  3.1906
H  -2.2422  4.0537  -3.1360
H  2.6129  -3.2303  -2.1506
H  -0.4582  -2.0873  3.4436
H  5.7009  1.5303  -0.0220
C  1.0559  -2.1210  -3.1652

Values from the calculation:
Molar mass: 596.052 g mol⁻¹
HOMO level: -8.44 eV
Strongest force on any atom: 0.0901 Eh/bohr
Total charge: +1

***

Record 2
A structure of composition C33H54BN5O5P2Sr, computed with the ωB97M-V functional and the def2-TZVPD basis.

Geometry (Å):
C  0.8732  -5.1301  -1.0330
C  2.6602  -3.4895  -1.6286
H  -2.3678  -1.9302  -2.7512
C  -4.1935  -0.8114  0.3015
C  -2.0690  1.7408  -1.4267
H  5.0456  3.5696  4.3382
H  0.8285  -3.5681  1.3032
H  -7.3672  -1.0246  -0.8277
C  -3.3223  1.0150  1.7756
C  -1.9712  4.1375  -0.7938
C  4.6013  -0.1427  -0.3193
C  -4.1214  2.8745  -0.6088
O  2.4235  0.8102  -0.2665
H  -3.1979  0.8288  2.8437
H  -6.4207  -2.9891  -1.9747
C  -2.2475  3.6167  2.5249
H  -4.4274  3.7372  2.4795
H  -2.3270  2.0431  -2.4474
C  -1.0537  4.5787  2.4293
H  -1.3209  2.2452  3.9577
H  -0.1022  -5.3095  -0.5793
H  -1.0333  5.1340  1.4955
C  -2.1630  2.9396  3.9035
H  -2.4126  4.9636  -0.2363
C  0.9139  -1.5146  -3.7622
H  1.7005  0.1119  4.8929
H  -1.7080  -1.2920  -4.2598
C  1.7089  -3.4950  0.6581
C  -6.3221  -1.2748  -0.6926
H  -0.9801  1.6526  -1.3720
C  -3.6529  -1.9443  -0.3498
P  -2.0084  2.2382  1.2635
N  3.2800  2.6497  3.7656
H  0.8050  -5.3882  -2.0890
H  -0.7939  -3.4731  -4.7475
H  7.8768  -1.0320  -2.1741
C  4.5076  2.6463  4.5325
H  1.8366  -2.0898  -3.8149
C  6.9714  -0.7940  -1.6364
C  -3.5575  4.3972  2.4418
O  3.1298  -0.2560  1.5510
P  0.1482  -2.3083  -1.2132
H  1.5804  -5.8269  -0.5706
N  -3.1763  -0.2224  1.0413
H  -2.1354  4.3334  -1.8575
B  -1.9294  -0.9705  0.9151
C  3.2987  0.1730  0.3769
C  6.7269  -1.2796  -0.3608
H  -3.0791  2.4045  4.1543
H  2.1853  -2.5251  0.8273
C  -1.4105  -3.0482  -0.4975
H  1.1292  -0.5707  -3.2542
C  -2.6045  2.7899  -0.4364
H  -2.5017  0.7558  -1.2435
C  -5.7893  -2.3825  -1.3373
H  -1.1125  5.3059  3.2457
N  6.2695  0.5382  -3.5778
H  -0.1126  4.0317  2.5280
H  -4.5956  3.5349  0.1165
H  -3.6253  5.0814  3.2944
H  -4.5844  1.8887  -0.5398
C  6.0141  0.0158  -2.2237
H  -1.9021  -3.6775  -1.2416
H  -1.3806  -0.4627  -2.7320
H  7.4585  -1.9163  0.1189
H  -1.1170  -3.7111  0.3186
C  5.5480  -0.9543  0.2923
H  -0.8918  4.1363  -0.6197
H  3.3264  0.5455  5.1797
H  2.9988  -2.4498  -1.5920
C  1.3690  -3.6949  -0.8291
H  -1.1324  -4.2653  -3.2095
N  -2.3130  -2.0354  0.0022
H  0.6103  -1.2840  -4.7883
C  2.2736  1.7647  3.8986
H  3.1640  3.2926  3.0013
H  2.5385  -3.7764  -2.6736
H  -4.3418  3.2650  -1.6077
C  4.8301  0.3511  -1.5951
Sr  0.6438  0.2080  1.3325
O  1.2565  1.8331  3.1891
C  -0.2156  -2.2780  -3.0559
H  5.1587  1.8112  4.2606
H  4.2940  2.6056  5.6013
H  5.3307  -1.3273  1.2856
O  5.4586  1.3081  -4.0483
H  0.5269  -4.1789  -3.8212
H  -2.0104  3.7080  4.6676
H  -3.6223  4.9982  1.5343
C  -0.4127  -3.6317  -3.7334
H  4.0952  0.9756  -2.0816
H  -4.0479  -3.6072  -1.6634
H  2.4185  -4.2652  0.9764
O  7.2685  0.1514  -4.1519
H  3.4533  -4.1163  -1.2069
C  -5.5312  -0.4814  0.1372
H  -5.9644  0.3697  0.6492
C  -4.4506  -2.7321  -1.1670
N  2.4095  0.8246  4.8780
C  -1.4981  -1.4446  -3.1966
H  -4.3173  1.4413  1.6382

Values from the calculation:
Molar mass: 761.205 g mol⁻¹
HOMO level: -6.15 eV
Strongest force on any atom: 0.0111 Eh/bohr
ΔE to the lowest compared entry with this formula, charge and spin: 5.2 kcal/mol